(1)
{
  "formula": "C2HF3I2",
  "method": "ωB97M-V/def2-TZVPD",
  "s_squared": 2.014,
  "orbital_gap_ha": [0.235, 0.230],
  "e_homo_ev": [-5.8400, -9.7614],
  "total_charge": 0,
  "spin_multiplicity": 3,
  "e_tot_ev": -26438.085,
  "symbols": ["C", "C", "F", "F", "F", "I", "I", "H"],
  "xyz": [[0.6581, -0.0990, 0.4079], [0.6499, -0.9018, -0.6628], [0.0830, -0.5892, 1.5096], [0.0290, -2.0406, -0.7247], [1.2240, -0.5734, -1.8435], [1.7652, 1.7077, 0.4183], [-2.4795, 1.5562, -0.1380], [-1.9297, 0.9402, 1.0332]],
  "atomic_forces_ev_per_a": [[-1.17, -1.76, 0.46], [0.29, -0.12, -2.19], [-0.27, -0.26, 0.10], [0.17, -0.45, -0.30], [-0.92, -0.58, 1.79], [1.98, 3.12, 0.13], [-2.10, 2.31, -4.37], [2.02, -2.27, 4.37]]
}



(2)
{
  "formula": "C22H61N10O12",
  "method": "ωB97M-V/def2-TZVPD",
  "orbital_gap_ha": 0.252,
  "e_homo_ev": -4.6639,
  "total_charge": -1,
  "e_tot_ev": -63275.937,
  "symbols": ["N", "H", "H", "H", "H", "C", "O", "O", "O", "C", "O", "C", "C", "N", "C", "C", "O", "C", "H", "H", "H", "H", "H", "H", "H", "H", "H", "H", "H", "H", "H", "H", "H", "C", "O", "C", "C", "N", "C", "C", "O", "C", "H", "H", "H", "H", "H", "H", "H", "H", "H", "H", "H", "H", "H", "H", "H", "C", "O", "C", "C", "N", "C", "C", "O", "C", "H", "H", "H", "H", "H", "H", "H", "H", "H", "H", "H", "H", "H", "H", "H", "C", "O", "N", "N", "H", "H", "H", "H", "C", "O", "N", "N", "H", "H", "H", "H", "C", "O", "N", "N", "H", "H", "H", "H"],
  "xyz": [[-0.8576, -0.2755, -0.1822], [-0.6571, -1.2854, -0.2468], [-0.9492, 0.1260, -1.1216], [-0.1120, 0.1638, 0.3426], [-1.7668, -0.3416, 0.3427], [-2.0090, 0.0526, -3.1687], [-1.5229, -1.1267, -2.8457], [-2.9032, 0.1092, -4.0671], [-1.6232, 1.0720, -2.4569], [-5.1652, -3.8608, 1.6247], [-5.8136, -2.6646, 1.2489], [-5.3293, -2.1284, 0.0331], [-3.8526, -1.7532, -0.1014], [-3.3835, -0.7746, 0.8991], [-4.1345, 0.4441, 0.9502], [-3.6563, 1.3545, 2.0581], [-3.9444, 0.6653, 3.2687], [-3.5992, 1.4473, 4.3929], [-5.6126, -4.1601, 2.5762], [-4.1831, -3.5231, 1.9790], [-5.1822, -4.6958, 0.9243], [-5.8831, -1.2749, -0.3593], [-5.5467, -2.8525, -0.7643], [-3.6757, -1.2661, -1.0661], [-3.1820, -2.6144, -0.0901], [-3.3808, -1.2146, 1.8137], [-5.1865, 0.3084, 1.2310], [-4.0687, 1.0409, 0.0358], [-4.2623, 2.2676, 2.0099], [-2.6075, 1.6552, 1.9859], [-2.5166, 1.5170, 4.5312], [-4.0441, 1.0323, 5.2964], [-3.9388, 2.4859, 4.3175], [-2.2043, -2.2928, 4.8708], [-1.1569, -1.4353, 4.4789], [-0.4097, -1.9878, 3.4077], [0.7455, -1.0681, 3.0544], [0.2144, 0.1586, 2.4608], [1.2288, 1.2049, 2.4159], [0.6883, 2.5719, 2.0546], [-0.1669, 3.1468, 3.0336], [-0.9542, 4.2018, 2.5349], [-2.7461, -1.7226, 5.6320], [-1.8937, -3.2000, 5.3954], [-2.8848, -2.3974, 4.0220], [-1.0201, -2.1515, 2.5138], [0.0559, -2.9523, 3.6445], [1.3436, -1.6382, 2.3344], [1.4305, -0.8756, 3.8892], [-0.5514, 0.3939, 3.0884], [2.0256, 0.8834, 1.7431], [1.6754, 1.3672, 3.4105], [0.1375, 2.4353, 1.1145], [1.4569, 3.3254, 1.8569], [-1.6786, 4.5076, 3.2882], [-1.5296, 3.9438, 1.6443], [-0.2723, 5.0241, 2.2904], [7.5466, 3.1698, -5.3699], [7.6384, 1.9726, -4.6474], [6.5947, 1.6785, -3.7344], [6.9748, 0.4475, -2.9292], [5.9389, 0.1765, -1.9776], [6.2440, -0.9061, -1.0615], [4.9970, -1.1999, -0.2429], [4.0504, -1.8851, -1.0358], [2.8401, -2.1540, -0.4010], [8.5412, 3.6058, -5.4528], [6.8614, 3.8883, -4.9069], [7.1243, 2.9872, -6.3637], [5.6407, 1.5457, -4.2568], [6.4373, 2.5668, -3.1119], [7.9322, 0.6087, -2.4200], [7.2521, -0.3954, -3.5837], [4.9973, 0.0134, -2.3224], [7.1264, -0.7290, -0.4425], [6.4532, -1.8197, -1.6431], [4.4825, -0.3092, 0.1411], [5.2540, -1.7134, 0.6958], [2.1865, -1.3323, -0.0709], [3.0089, -2.6891, 0.5444], [2.1797, -2.7344, -1.0416], [-2.3452, 4.4295, -1.3189], [-2.2863, 5.6403, -1.0866], [-3.4504, 3.7617, -1.7733], [-1.3326, 3.5610, -1.0521], [-4.3221, 4.2088, -1.9814], [-3.3446, 2.7863, -2.0305], [-0.4231, 3.9525, -0.8823], [-1.4612, 2.6510, -1.4648], [2.0666, 0.5582, -2.9066], [3.2697, 0.7598, -3.1091], [1.2547, 1.4470, -2.2902], [1.4001, -0.5538, -3.2929], [1.5758, 2.3568, -2.0112], [0.2466, 1.3484, -2.2889], [1.8639, -1.1594, -3.9452], [0.4740, -0.8104, -2.9569], [-0.9972, -3.6230, -0.9300], [-0.2722, -2.9395, -0.1718], [-1.5228, -3.1446, -2.0642], [-1.4319, -4.8527, -0.5460], [-1.3059, -2.1641, -2.3024], [-2.1464, -3.7204, -2.5937], [-1.8233, -5.4776, -1.2245], [-0.9725, -5.1818, 0.2869]],
  "atomic_forces_ev_per_a": [[0.07, -0.61, 0.36], [0.72, -0.28, -0.31], [-0.67, 0.38, -0.62], [-0.25, -0.01, 0.41], [0.15, 0.72, -0.09], [-2.26, -0.66, -1.19], [0.63, 4.37, -1.76], [1.24, 0.51, 1.15], [0.40, 0.32, 0.36], [0.38, 1.20, 1.72], [-0.40, 0.51, -0.48], [0.21, -0.61, -1.84], [0.27, 0.47, 0.52], [0.23, -0.92, 0.01], [-0.38, 1.15, 0.65], [-0.43, -0.17, 0.07], [0.28, 0.50, 0.40], [0.26, 0.22, 0.23], [-0.44, -0.22, -0.29], [0.55, -0.87, -0.63], [0.15, 0.27, -0.32], [-0.55, 0.19, 1.07], [0.26, -0.29, -0.03], [-0.32, -0.29, -0.21], [-0.12, 0.02, 0.20], [-0.09, 0.22, 0.10], [-0.15, -0.25, -0.48], [0.02, -0.47, -0.30], [0.07, 0.10, 0.05], [0.22, -0.23, 0.05], [0.15, -0.21, -0.04], [-0.02, -0.25, -0.14], [-0.28, -0.01, -0.25], [-0.59, 1.48, 0.61], [0.56, -0.60, -0.19], [0.94, 0.10, 0.07], [-0.20, -0.37, -0.74], [0.23, -0.12, 0.54], [-0.07, 0.72, 1.52], [-0.64, 0.41, -1.21], [-0.27, -1.39, 0.47], [0.30, 0.30, -0.23], [-0.14, -0.04, -0.10], [0.23, -0.30, -0.65], [-0.06, -0.71, 0.09], [-0.20, 0.11, -0.01], [-0.33, -0.15, 0.41], [0.00, 0.23, -0.25], [-0.30, 0.02, 0.33], [0.05, 0.62, -0.19], [-0.03, 0.24, -0.18], [0.27, -0.39, 0.05], [-0.21, 0.26, -0.06], [0.48, -0.36, -0.10], [0.26, -0.01, 0.24], [0.16, -0.21, -0.19], [-0.33, 0.29, -0.09], [-0.69, -0.10, -0.04], [0.64, -0.40, 0.02], [-0.10, 0.55, -0.44], [0.09, 0.16, -0.34], [0.38, -0.13, 1.23], [-0.86, -0.26, -0.67], [-0.36, 0.34, 0.88], [0.30, -0.02, -0.33], [-0.73, -0.49, 0.91], [0.00, 0.03, -0.07], [0.17, 0.06, 0.26], [0.17, -0.02, -0.14], [0.00, -0.32, -0.04], [0.08, -0.23, 0.43], [-0.18, 0.41, 0.32], [-0.50, -0.06, -0.36], [0.13, 0.39, -0.67], [-0.13, 0.34, 0.11], [0.13, -0.23, 0.21], [0.41, 0.51, -0.31], [0.00, -0.69, -0.25], [0.57, 0.76, -0.44], [0.09, -0.39, -0.11], [0.35, -0.17, -0.13], [-0.39, 0.84, 0.45], [-0.20, -0.68, -0.25], [-0.10, -0.40, 0.00], [0.06, 0.15, 0.30], [0.23, 0.34, -0.01], [-0.02, 0.12, -0.22], [-0.06, -0.03, -0.18], [0.59, -0.61, -0.31], [0.15, 0.15, -0.21], [-0.37, -0.07, -0.10], [-0.27, 0.88, 1.08], [0.34, -0.64, -0.17], [0.55, -0.20, -0.20], [-0.40, -0.28, -0.51], [0.07, -0.08, 0.20], [-0.21, 0.25, -0.36], [-1.14, 0.88, -1.09], [0.06, -0.50, 0.10], [1.29, -4.25, 2.63], [0.28, -0.52, 0.98], [-0.28, 0.25, -0.44], [-0.14, 0.08, -0.21], [0.13, -0.20, 0.13], [-0.14, -0.47, -0.19]]
}



(3)
{
  "formula": "C4H4N2O2",
  "method": "ωB97M-V/def2-TZVPD",
  "orbital_gap_ha": 0.327,
  "e_homo_ev": -9.4235,
  "total_charge": 0,
  "e_tot_ev": -11281.656,
  "symbols": ["C", "C", "C", "C", "H", "H", "H", "H", "N", "N", "O", "O"],
  "xyz": [[-1.5877, -0.3983, 0.0457], [1.2340, -1.0729, 0.0507], [0.3483, 1.2736, -0.1505], [-0.9128, 0.8838, 0.1636], [2.1432, -1.5272, 0.3172], [2.2759, 0.6160, 0.1278], [1.0197, 2.2441, -0.1838], [-1.8813, 1.4868, 0.5389], [0.2605, -1.9804, 0.0589], [1.1959, 0.2317, -0.4658], [-2.8942, -0.1236, -0.2031], [-1.2015, -1.6338, -0.2994]],
  "atomic_forces_ev_per_a": [[-7.33, 0.78, -4.01], [-6.02, -1.28, -1.75], [-0.96, 0.13, 0.81], [-1.28, 3.22, 2.01], [1.19, -0.23, 0.22], [-3.77, -1.25, -3.00], [-2.75, -1.57, 0.16], [3.10, -0.38, -1.12], [0.81, 1.42, 0.50], [8.06, 0.26, 3.12], [6.08, -2.43, 1.90], [2.86, 1.34, 1.16]]
}



(4)
{
  "formula": "C7H10F2N2O2",
  "method": "ωB97M-V/def2-TZVPD",
  "orbital_gap_ha": 0.230,
  "e_homo_ev": -6.3230,
  "total_charge": 0,
  "e_tot_ev": -19925.427,
  "symbols": ["C", "C", "C", "C", "C", "C", "C", "N", "N", "O", "O", "F", "F", "H", "H", "H", "H", "H", "H", "H", "H", "H", "H"],
  "xyz": [[0.2409, -1.5384, 0.3389], [1.1946, -0.5319, -0.0048], [-0.9329, -1.7049, -0.6450], [-0.0627, 1.2730, 0.2919], [-2.0039, -0.7817, -0.1423], [3.4402, -0.1116, -0.6002], [-1.7679, 2.7398, 0.3995], [1.0920, 0.7647, -0.2161], [0.2429, -2.1991, 1.4168], [2.4067, -1.0791, -0.3144], [-0.5839, 2.3268, -0.3039], [-2.7903, -1.2371, 0.7899], [-2.6453, -0.0584, -1.0084], [-0.6496, -1.4553, -1.6190], [-1.1915, -2.7209, -0.5422], [-0.5882, 0.7163, 1.0567], [3.7974, -0.6553, -1.5381], [4.1127, -0.2401, 0.3197], [3.0582, 0.9042, -0.8087], [-2.5177, 1.9727, 0.1877], [-1.9392, 3.7334, 0.0149], [-1.3876, 2.7189, 1.4619], [-0.5251, -2.8361, 1.4652]],
  "atomic_forces_ev_per_a": [[-2.15, -0.42, 0.50], [3.46, 1.19, -0.99], [-1.10, 1.42, 1.57], [0.48, -1.22, -1.49], [4.86, 0.46, 0.07], [1.15, -2.14, -0.45], [1.52, -0.39, 0.90], [-2.50, -1.03, 1.03], [1.50, 0.71, 0.40], [-1.85, 0.78, 0.79], [0.46, -0.58, 0.09], [-1.37, -0.91, 1.37], [-1.70, 0.93, -1.95], [0.28, 0.31, -1.63], [-0.47, -1.53, -0.21], [-0.31, 0.51, 0.56], [0.65, 1.49, 1.21], [-0.46, 0.75, -1.71], [0.47, -0.78, 0.28], [-0.29, 0.53, 0.29], [-0.62, 0.12, 0.23], [-1.39, 0.47, -0.73], [-0.62, -0.68, -0.13]]
}